one:
Computed, not measured: one molecule with the formula C4H7FN2O, with wB97M-V/def2-TZVPD.

HOMO = -8.71 eV
SMILES string = CC(=C\F)/N=C/NO

The geometry in ORCA input format:
```
! RIJCOSX wB97M-V def2-TZVPD def2/J DEFGRID3
* xyz 0 1
F 1.453 2.720 -0.115
O -2.220 -2.162 0.285
N -1.261 -1.901 1.258
N -0.313 -0.447 -0.242
C 0.598 1.712 0.159
C -0.389 -0.894 0.954
C 0.614 0.584 -0.539
C 1.508 0.333 -1.703
H -0.095 1.919 0.961
H 0.262 -0.552 1.794
H 2.158 -0.475 -1.513
H -1.947 -1.575 -0.466
H 2.146 1.244 -1.943
H -1.712 -1.815 2.168
H 0.908 0.089 -2.585
*
```

***

two:
Computed, not measured: one molecule with the formula C4H7FN2O, with wB97M-V/def2-TZVPD.

HOMO = -9.41 eV
SMILES string = OC/C=N\N=C\CF

The geometry in ORCA input format:
```
! RIJCOSX wB97M-V def2-TZVPD def2/J DEFGRID3
* xyz 0 1
F 2.395 1.352 0.096
O -1.527 1.645 -0.471
N 0.315 -0.294 -0.048
N -0.710 -1.259 -0.158
C 2.708 0.024 -0.045
C -2.236 0.702 0.267
C -1.861 -0.746 -0.010
C 1.463 -0.811 -0.136
H -2.688 -1.469 -0.085
H 3.314 -0.302 0.791
H 1.608 -1.889 -0.282
H -2.170 0.866 1.330
H -3.281 0.825 0.007
H 3.267 -0.106 -0.953
H -0.598 1.459 -0.304
*
```

***

Which of them is most stable, and which least? Most stable: two; least stable: one.

***

one:
Computed, not measured: an isolated ion of composition CH3N2OS and charge -1, with wB97M-V/def2-TZVPD.

HOMO = -2.97 eV
SMILES string = C/N=[N+](\[O-])[S-]

The geometry in ORCA input format:
```
! RIJCOSX wB97M-V def2-TZVPD def2/J DEFGRID3
* xyz -1 1
S -2.719 -0.394 0.030
O -0.971 1.436 0.073
N -0.267 -0.731 0.035
N -1.142 0.170 0.015
C 1.013 -0.204 0.061
H 1.292 0.543 0.722
H 1.727 -0.938 0.071
H 1.068 0.118 -1.006
*
```

***

two:
Computed, not measured: an isolated ion of composition CH3N2OS and charge -1, with wB97M-V/def2-TZVPD.

HOMO = -3.13 eV
SMILES string = C/N=[N+](\[O-])[S-]

The geometry in ORCA input format:
```
! RIJCOSX wB97M-V def2-TZVPD def2/J DEFGRID3
* xyz -1 1
S -2.410 -0.056 1.491
O -1.397 -0.987 -0.672
N -1.225 -0.220 0.330
N -0.139 0.432 0.566
C 1.021 0.199 -0.333
H 1.169 1.048 -1.043
H 2.022 0.403 0.284
H 0.959 -0.818 -0.622
*
```

***

Which of them is most stable, and which least? Most stable: two; least stable: one.

***

one:
Computed, not measured: an isolated ion of composition C3H6O2P and charge -1, with wB97M-V/def2-TZVPD.

HOMO = -3.17 eV
SMILES string = C=C[P@@](=C)([O-])O

The geometry in ORCA input format:
```
! RIJCOSX wB97M-V def2-TZVPD def2/J DEFGRID3
* xyz -1 1
P 0.745 0.319 -0.119
O 1.204 1.571 -0.724
O 1.598 0.131 1.518
C -2.068 0.918 -0.124
C -1.006 0.436 0.517
C 1.376 -1.127 -0.871
H -3.041 0.699 0.197
H -1.852 1.477 -0.923
H 0.809 -1.511 -1.772
H -1.273 -0.304 1.291
H 2.295 -0.537 1.199
H 1.213 -2.071 -0.189
*
```

***

two:
Computed, not measured: a 2-piece molecular cluster, C3H6O2P overall, with wB97M-V/def2-TZVPD.

HOMO = -2.59 eV

The geometry in ORCA input format:
```
! RIJCOSX wB97M-V def2-TZVPD def2/J DEFGRID3
* xyz -1 1
P 1.042 -0.358 1.170
O 0.617 -1.700 0.212
O -0.090 -0.257 2.107
C -0.739 -2.086 0.347
C 0.755 2.497 -0.902
C 0.241 1.300 -0.831
H -1.150 -2.662 1.260
H -1.147 -2.618 -0.605
H -0.530 0.945 -1.490
H -1.286 -1.032 0.424
H 0.730 3.348 -1.622
H 1.558 2.622 -0.072
*
```

***

Which of them is most stable, and which least? Most stable: one; least stable: two.